17
Properties=species:S:1:pos:R:3 method="wB97M-V/def2-TZVPD" total_charge=-1 lumo_ha=0.0718 homo_energy_ev=-2.8 gap_ev=4.72 total_energy_ha=-384.3246
O 0.99195 -1.65921 -2.20127
C 1.24564 -1.46065 -0.99592
O 1.17827 -2.23464 -0.02734
C 1.67833 -0.06566 -0.71533
C 1.18895 0.77860 0.32977
C -0.31473 1.01192 0.04646
C -1.52496 0.29287 2.06265
C -1.08963 1.30042 1.33867
H 2.36320 0.32206 -1.46367
H 1.75636 1.70777 0.38173
H -1.99031 -1.13783 -2.04178
H 1.28198 0.27585 1.28968
H -0.71209 0.02642 -0.25118
H -0.49001 1.72527 -0.75825
H -1.23433 -0.73645 1.76832
H -2.12219 0.34305 2.95730
H -2.20642 -0.48979 -1.71986


20
Properties=species:S:1:pos:R:3 method="wB97M-V/def2-TZVPD" spin_multiplicity=2 s_squared=0.7636 total_charge=+2 lumo_ha="-0.4538 / -0.4599" homo_energy_ev="-15.8 / -15.8" gap_ev="3.48 / 3.31" total_energy_ha=-1692.8484
O 2.15269 -0.49424 -0.48336
Yb 0.88260 1.51290 -0.51546
O 2.94881 1.47960 -0.82567
C 3.30829 0.25806 -0.75076
O 4.39063 -0.26969 -0.83594
C 2.21423 -1.91650 -0.29866
C 0.80069 -2.44192 -0.22567
H 2.76520 -2.34364 -1.14618
H 2.77198 -2.11780 0.62548
H 0.21395 -2.12725 -1.10007
H 0.82627 -3.53865 -0.20294
H 0.29962 -2.08830 0.68568
C -3.38314 1.65362 0.86290
C -3.10886 2.94687 0.57127
H -3.71474 1.37260 1.86711
H -2.67854 3.20595 1.58779
H -3.88165 3.55885 0.10446
O -1.37222 0.50795 0.56423
C -2.56019 0.59907 0.25644
H -2.87561 0.24251 -0.74064


21
Properties=species:S:1:pos:R:3 method="wB97M-V/def2-TZVPD" total_charge=-2 lumo_ha="0.2145 / 0.2206" homo_energy_ev="-0.6 / -1.1" gap_ev="6.49 / 7.07" total_energy_ha=-951.5218
C 0.71406 1.05082 -0.03725
C 1.05032 -0.24580 -0.14453
C 1.78102 2.19813 -0.03171
C 0.12313 -1.41613 0.19072
C 2.44145 -0.73329 -0.14169
C -4.30504 2.45734 0.09349
O 2.38564 2.42141 -1.08858
O -3.50038 -1.40898 0.76684
O 1.86028 2.75661 1.06815
O -3.23994 -0.34279 -1.44357
O -3.92145 1.44249 0.71788
P -3.08570 -0.13973 0.03299
H 0.30758 -2.12008 -0.66814
H -1.00600 -1.04391 0.12863
H 0.30058 -1.95721 1.09706
H 3.24635 0.09497 -0.00002
H 2.80777 -1.41750 -1.09809
H 2.68323 -1.28942 0.80168
H -4.90613 2.34742 -0.70234
H -0.27541 1.25753 0.04454
H -3.76969 3.34010 0.42290


21
Properties=species:S:1:pos:R:3 method="wB97M-V/def2-TZVPD" spin_multiplicity=4 s_squared=3.7637 lumo_ha="-0.0413 / -0.0888" homo_energy_ev="-5.9 / -8.9" gap_ev="4.80 / 6.47" total_energy_ha=-737.7473
O -0.58014 0.64274 -0.12607
C -0.29263 -0.52196 -0.84255
O -0.93261 -0.84266 -1.82050
O 1.13344 -0.26164 -0.95295
C 1.88512 -0.96883 -1.85584
C -1.96914 0.89904 0.16144
H -2.44169 1.15796 -0.79511
H -2.44382 -0.01491 0.54609
C -2.06458 2.00571 1.18128
H -1.42095 1.78946 2.04525
H -1.80217 2.97582 0.73880
H -3.09918 2.06835 1.54313
C 3.21319 -0.95189 -1.82145
H 1.30356 -1.67528 -2.45129
H 3.76351 -1.57661 -2.52309
H 3.75907 -0.57508 -0.95495
O -0.08043 -2.01940 2.85890
C 0.29504 -1.32852 1.95843
O 0.92004 -0.26711 1.84442
Pd 1.13244 0.93501 0.68487
H -0.27806 -1.47021 0.58119


16
Properties=species:S:1:pos:R:3 method="wB97M-V/def2-TZVPD" lumo_ha=-0.0123 homo_energy_ev=-8.0 gap_ev=7.63 total_energy_ha=-575.2361
C -1.75562 1.19521 0.78780
C -2.26935 0.49419 -0.19370
P -2.12922 -1.40693 -0.09172
C -0.47564 -1.55556 0.12222
C 0.47777 -0.54805 -0.29307
C 0.25954 0.41606 -1.23205
C 1.86439 -0.64388 0.24652
H -1.13163 0.64934 1.49247
H -2.00541 2.24426 0.90821
H -2.94119 0.80230 -0.99061
H -0.19559 -2.53069 0.45294
H -0.61163 0.59978 -1.90548
H 0.97683 1.21304 -1.53399
H 2.50196 -1.52396 0.17519
H 1.99348 -0.15530 1.19366
H 2.61065 0.01954 -0.39190


14
Properties=species:S:1:pos:R:3 method="wB97M-V/def2-TZVPD" total_charge=+1 lumo_ha="-0.2089 / -0.2099" homo_energy_ev="-11.2 / -11.2" gap_ev="5.49 / 5.47" total_energy_ha=-710.8592
O 0.55543 -3.09602 -2.49152
C 0.14181 -2.08102 -2.17458
Sr -2.15393 1.01341 1.16263
O 1.15112 -0.82705 0.71812
C 0.06272 -0.48177 1.04429
C 0.46847 2.13658 -1.65869
O -0.42027 2.91491 -1.40022
C -1.15169 -1.38021 1.61692
O -0.93952 -2.54686 1.83177
C 0.96333 0.93911 -1.46049
O 1.83180 0.14906 -1.70287
H -2.15806 -0.76788 1.83339
O 1.38540 2.17333 1.34517
C 0.26340 1.85444 1.33609


Please write out number 3 again, unchanged.
21
Properties=species:S:1:pos:R:3 method="wB97M-V/def2-TZVPD" total_charge=-2 lumo_ha="0.2145 / 0.2206" homo_energy_ev="-0.6 / -1.1" gap_ev="6.49 / 7.07" total_energy_ha=-951.5218
C 0.71406 1.05082 -0.03725
C 1.05032 -0.24580 -0.14453
C 1.78102 2.19813 -0.03171
C 0.12313 -1.41613 0.19072
C 2.44145 -0.73329 -0.14169
C -4.30504 2.45734 0.09349
O 2.38564 2.42141 -1.08858
O -3.50038 -1.40898 0.76684
O 1.86028 2.75661 1.06815
O -3.23994 -0.34279 -1.44357
O -3.92145 1.44249 0.71788
P -3.08570 -0.13973 0.03299
H 0.30758 -2.12008 -0.66814
H -1.00600 -1.04391 0.12863
H 0.30058 -1.95721 1.09706
H 3.24635 0.09497 -0.00002
H 2.80777 -1.41750 -1.09809
H 2.68323 -1.28942 0.80168
H -4.90613 2.34742 -0.70234
H -0.27541 1.25753 0.04454
H -3.76969 3.34010 0.42290